Density functional theory data (ωB97M-V/def2-TZVPD) for C12H30F18KO6P3 as an isolated structure at a distorted geometry.

Geometry as XYZ:
```
70
Properties=species:S:1:pos:R:3:lowdin_charge:R:1
K 1.01810 1.76035 -1.38581 0.976
P 0.88028 2.85192 5.89446 0.176
F 1.52984 3.19499 7.38446 -0.220
F 1.99105 3.82874 5.17312 -0.203
F 1.98330 1.69747 5.79025 -0.176
F 0.30063 2.42480 4.43618 -0.192
F -0.21113 1.98041 6.75133 -0.196
F -0.12514 4.13472 5.93456 -0.187
P -1.49004 8.66546 -1.49329 0.162
F -2.99138 7.92651 -1.63664 -0.221
F -1.31639 8.11447 0.09561 -0.228
F -0.68026 7.40159 -2.15757 -0.199
F -0.06886 9.40927 -1.27364 -0.187
F -1.60225 9.33551 -2.90741 -0.149
F -2.28245 9.88606 -0.84658 -0.177
P 8.10906 1.84846 -0.82630 0.274
F 8.87499 3.31359 -0.66168 -0.210
F 6.65679 2.55713 -1.21285 -0.221
F 8.54001 1.82336 -2.40555 -0.198
F 7.42253 0.36033 -0.96790 -0.210
F 9.60731 1.24360 -0.39461 -0.220
F 7.52593 1.80946 0.72934 -0.211
C 3.34303 -0.56953 -6.83323 -0.075
O 2.05994 -0.49553 -6.13455 -0.191
C 0.98355 -0.93635 -6.90450 -0.233
C -0.42775 -0.62209 -6.26350 -0.135
O -0.56989 0.81050 -6.05127 -0.189
C -0.74259 1.56130 -7.22817 -0.129
H 4.09393 -1.00985 -6.17719 0.085
H 3.57611 0.46391 -7.08966 0.089
H 3.52046 -1.18532 -7.71493 0.081
H 1.09437 -2.01390 -7.02574 0.120
H 1.11697 -0.41188 -7.85068 0.104
H -0.48896 -1.07003 -5.27168 0.118
H -1.16750 -1.00648 -6.96571 0.117
H -0.81873 2.61316 -6.95270 0.095
H -1.62037 1.42281 -7.85937 0.081
H 0.05214 1.38544 -7.95312 0.075
C 2.60930 -7.36425 3.88724 -0.080
O 2.51478 -6.58475 2.66413 -0.223
C 2.39724 -5.17526 2.71676 -0.177
C 2.13824 -4.80125 1.22145 -0.177
O 0.82564 -4.39956 0.92789 -0.202
C -0.15885 -5.34951 0.91269 -0.133
H 3.21449 -8.26998 3.84862 0.080
H 1.62801 -7.53674 4.32931 0.078
H 3.11219 -6.74123 4.62686 0.077
H 3.36411 -4.72542 2.94244 0.119
H 1.65275 -4.84321 3.44034 0.129
H 2.50934 -5.56768 0.54104 0.126
H 2.65541 -3.86688 1.00330 0.123
H -1.11369 -5.07693 0.46315 0.084
H -0.33692 -5.53849 1.97131 0.088
H 0.22031 -6.20224 0.34950 0.091
C -5.50445 1.19379 1.58373 -0.090
O -6.36874 1.33922 2.75861 -0.210
C -5.77852 0.82548 4.01225 -0.176
C -5.33456 -0.60093 4.19033 -0.182
O -6.43022 -1.52181 4.33865 -0.203
C -6.99231 -1.93442 3.16261 -0.149
H -5.51014 0.19124 1.15598 0.068
H -4.49099 1.54841 1.77148 0.088
H -6.03757 1.80923 0.85907 0.083
H -6.48670 1.14390 4.77722 0.127
H -4.92027 1.45547 4.24594 0.123
H -5.00561 -0.63332 5.22900 0.132
H -4.58298 -0.97569 3.49551 0.125
H -6.19496 -2.47716 2.65490 0.089
H -7.55606 -1.17114 2.62625 0.090
H -7.71492 -2.65322 3.54898 0.087
```

Calculated values
E_HOMO = -0.2562 Eh
Net charge = -2
E_LUMO = 1.18 eV
M = 744.4 g mol⁻¹